Computed, not measured: 3 unconnected molecules or ions with the total composition C2H4N2OS in a non-equilibrium geometry, with ωB97M-V/def2-TZVPD.

Values from the calculation:
Gap between HOMO and LUMO in eV: 7.831
Energy relative to the best compared isomer or geometry (same formula, charge and spin) in kJ/mol: 848.79
Molecular weight in g/mol: 104.13
Electronic energy in eV: -17993.8622
E_LUMO in eV: -1.42

Geometry as ORCA input:
```
! RIJCOSX wB97M-V def2-TZVPD def2/J DEFGRID3
* xyz 0 1
C -0.13 1.46 -0.44
C 0.17 -2.23 1.03
H -1.82 2.28 0.08
H 0.46 2.45 -1.05
H 1.43 0.75 -1.78
H 1.36 -2.03 1.87
N -1.28 1.39 0.04
N 0.69 0.25 -0.28
O -0.86 -3.13 1.00
S -0.03 -1.20 -0.48
*
```